one) {"formula": "C4H4N2O", "method": "ωB97M-V/def2-TZVPD", "elements": ["O", "N", "N", "C", "C", "C", "C", "H", "H", "H", "H"], "positions_angstrom": [[0.3872, 1.1087, 0.0914], [2.5750, 0.3854, -0.0101], [-0.9601, -1.5611, 0.2271], [-0.9355, 0.8341, -0.0214], [-0.3992, -2.5833, 0.3921], [1.3600, 0.1885, -0.2457], [-1.5748, -0.3382, 0.0360], [-2.6550, -0.3593, -0.0548], [2.7073, 1.2776, 0.4699], [1.0031, -0.7019, -0.7570], [-1.5079, 1.7496, -0.1274]], "lowdin_charge": [-0.0081, 0.1332, -0.0732, -0.1174, 0.0611, -0.2842, -0.1296, 0.1174, 0.0650, 0.1075, 0.1283], "gap_ev": 10.4, "lumo_ev": 0.59}

=====

two) {"formula": "C4H4N2O", "method": "ωB97M-V/def2-TZVPD", "elements": ["O", "N", "N", "C", "C", "C", "C", "H", "H", "H", "H"], "positions_angstrom": [[2.1537, -0.9235, 0.9402], [-1.3664, 0.3447, -0.1555], [0.1199, -1.5067, 0.0930], [-1.0373, -1.0283, -0.1189], [-0.5130, 1.3727, -0.1625], [1.1483, -0.5638, 0.3804], [0.9013, 0.8715, -0.0336], [1.3645, 1.0492, -1.0178], [-2.3543, 0.5538, -0.2555], [1.4628, 1.5281, 0.6404], [-1.8794, -1.6977, -0.3102]], "lowdin_charge": [0.1002, -0.0032, 0.1507, -0.1390, -0.0059, -0.4602, -0.1436, 0.1349, 0.1207, 0.1186, 0.1269], "gap_ev": 8.4, "lumo_ev": -0.45}

=====

Result of the stability comparison: one) is the least stable of them.

=====

one) {"formula": "C4H4N2O", "method": "ωB97M-V/def2-TZVPD", "elements": ["O", "N", "N", "C", "C", "C", "C", "H", "H", "H", "H"], "positions_angstrom": [[2.3374, -1.3891, -0.0115], [0.0683, -1.5794, -0.2782], [-1.2140, 0.3499, 0.1369], [-1.0553, -0.9827, -0.1227], [1.2611, -0.8355, -0.1042], [1.1100, 0.6280, -0.0432], [-0.1072, 1.1703, 0.1201], [-0.2942, 2.2337, 0.2234], [2.0031, 1.2393, -0.0784], [-1.9852, -1.5439, -0.2166], [-2.1240, 0.7095, 0.3745]], "lowdin_charge": [0.0531, 0.1454, 0.0449, -0.1774, -0.4889, 0.0080, -0.0912, 0.1227, 0.1126, 0.1271, 0.1435], "smiles": "O=c1cc[nH]cn1", "gap_ev": 9.7, "lumo_ev": 0.36}

=====

two) {"formula": "C4H4N2O", "method": "ωB97M-V/def2-TZVPD", "elements": ["O", "N", "N", "C", "C", "C", "C", "H", "H", "H", "H"], "positions_angstrom": [[2.2084, -1.1547, 0.8136], [0.2070, -1.5036, -0.2458], [-1.1612, 0.3831, 0.2598], [1.5002, -1.0086, -0.1533], [-0.2652, 1.4290, 0.0790], [0.9232, 1.6410, -0.4472], [-0.9027, -0.9370, -0.0419], [-1.8159, -1.5337, -0.0933], [-2.1262, 0.6304, 0.4110], [1.8748, -0.5611, -1.0955], [-0.5649, 2.4189, 0.4521]], "lowdin_charge": [0.0492, 0.1254, 0.0244, -0.4114, -0.2907, 0.2033, -0.1940, 0.1291, 0.1350, 0.1143, 0.1155], "gap_ev": 8.7, "lumo_ev": -1.00}

=====

Result of the stability comparison: two) is the least stable of them.

=====

one) {"formula": "C4H4N2O", "method": "ωB97M-V/def2-TZVPD", "elements": ["O", "N", "N", "C", "C", "C", "C", "H", "H", "H", "H"], "positions_angstrom": [[0.7703, 2.1072, -1.2157], [-1.0837, 0.2099, -0.3053], [-0.2088, -1.7758, 0.3036], [0.7667, -0.9234, 0.7123], [1.1287, 1.5428, -0.2020], [0.4592, 0.3432, 0.2507], [-1.2186, -1.1004, -0.1940], [-1.9702, 0.6743, -0.6669], [1.5459, -1.3864, 1.3624], [1.9116, 1.9651, 0.4341], [-2.1012, -1.6566, -0.4792]], "lowdin_charge": [0.0320, 0.1293, 0.0213, -0.1035, -0.2656, -0.0905, -0.2676, 0.1748, 0.1311, 0.1179, 0.1209], "smiles": "O=Cc1cnc[nH]1", "gap_ev": 9.6, "lumo_ev": 0.28}

=====

two) {"formula": "C4H4N2O", "method": "ωB97M-V/def2-TZVPD", "elements": ["O", "N", "N", "C", "C", "C", "C", "H", "H", "H", "H"], "positions_angstrom": [[-2.8188, -1.0630, -0.0480], [1.4668, 1.0634, -0.1586], [0.7835, -1.0467, 0.1414], [-2.0341, -0.1473, -0.0067], [1.8062, -0.1946, -0.0576], [0.1221, 1.0820, -0.0054], [-0.4959, -0.1270, 0.1879], [-0.3626, 2.0496, -0.0561], [2.8531, -0.4968, -0.1329], [-2.4515, 0.8886, -0.1737], [1.1312, -2.0080, 0.3097]], "lowdin_charge": [0.0328, 0.0473, 0.1012, -0.2321, -0.2376, -0.1664, -0.0668, 0.1136, 0.1286, 0.1283, 0.1511], "smiles": "O=Cc1cnc[nH]1", "gap_ev": 10.1, "lumo_ev": 0.41}

=====

three) {"formula": "C4H4N2O", "method": "ωB97M-V/def2-TZVPD", "elements": ["O", "N", "N", "C", "C", "C", "C", "H", "H", "H", "H"], "positions_angstrom": [[2.4215, -1.1692, -0.0055], [0.1781, -1.7247, -0.0594], [-1.4760, 0.0220, -0.0721], [1.2546, -0.8293, -0.0102], [-1.0430, -1.2804, -0.0934], [-0.4467, 0.7950, 0.0090], [0.8848, 0.6175, 0.0533], [-0.7618, 2.1364, -0.3114], [-1.8421, -2.0229, -0.1387], [1.6484, 1.3787, 0.1278], [-0.8178, 2.0769, 0.5007]], "lowdin_charge": [0.0423, 0.1371, 0.0670, -0.4967, -0.2058, -0.2689, 0.0423, 0.2210, 0.1157, 0.1207, 0.2253], "gap_ev": 8.5, "lumo_ev": -0.60}

=====

four) {"formula": "C4H4N2O", "method": "ωB97M-V/def2-TZVPD", "elements": ["O", "N", "N", "C", "C", "C", "C", "H", "H", "H", "H"], "positions_angstrom": [[-0.0718, -1.9070, -1.0890], [2.2072, -0.1306, -0.8594], [-1.3165, -0.2233, -0.0550], [-0.1677, -0.8672, -0.4526], [1.0613, -0.1429, -0.0094], [0.3758, 0.8106, 1.0551], [-0.9769, 0.7930, 0.7247], [-2.2402, -0.7930, 0.0734], [-1.6795, 1.5064, 0.9471], [0.8052, 1.8712, 1.1669], [2.0031, -0.9172, -1.5016]], "lowdin_charge": [0.0813, 0.1377, 0.0791, -0.4549, -0.1648, -0.0086, -0.1402, 0.2216, 0.0985, 0.1151, 0.0352], "smiles": "[H]/N=C1/C=CNC1=O", "gap_ev": 8.5, "lumo_ev": -0.79}

=====

Result of the stability comparison: three) is the least stable of them.